A molecular structure, C45H47F4N4O3P2STi. Source: the Open Molecules 2025 dataset; level of theory: the ωB97M-V functional and the def2-TZVPD basis.

XYZ file:
```
107
Properties=species:S:1:pos:R:3
Ti -0.595 -1.465 -1.807
C -3.331 -5.212 3.476
C -3.920 -3.813 3.497
N -3.109 -2.838 2.701
C -3.411 -2.683 1.415
C -2.566 -2.160 0.468
C -3.184 -1.863 -0.873
O -4.314 -2.126 -1.119
O -2.347 -1.189 -1.723
C -1.220 -1.941 0.837
O -0.294 -1.765 0.002
C -0.952 -1.873 2.257
C 0.247 -1.346 2.732
C 0.465 -1.234 4.059
F 1.658 -0.767 4.462
C -0.492 -1.619 5.033
C -1.664 -2.171 4.555
C -1.903 -2.310 3.175
N -0.232 -1.471 6.410
C 0.563 -0.287 6.841
C 0.471 -0.102 8.342
N 0.582 -1.473 8.964
C -0.670 -2.286 8.666
C -1.290 -1.822 7.352
H -4.012 -5.908 3.971
H -2.368 -5.247 3.992
H -3.183 -5.555 2.449
H -4.015 -3.440 4.511
H -4.916 -3.798 3.065
H -4.404 -2.999 1.108
H 1.019 -1.024 2.042
H -2.444 -2.473 5.239
H 0.225 0.635 6.368
H 1.600 -0.425 6.579
H -0.469 0.318 8.683
H 1.281 0.520 8.704
H 0.742 -1.420 9.966
H 1.390 -1.945 8.562
H -1.356 -2.144 9.496
H -0.365 -3.327 8.632
H -1.993 -0.999 7.509
H -1.866 -2.666 6.995
C 0.962 6.015 -2.081
S -0.125 6.122 -3.507
C -0.252 4.365 -3.874
C -1.105 3.570 -2.888
C -1.240 2.097 -3.255
N 0.072 1.360 -3.177
P 0.036 -0.219 -4.022
C -0.238 0.230 -5.733
C 0.285 1.404 -6.270
C 0.059 1.707 -7.604
C -0.687 0.841 -8.399
C -1.207 -0.329 -7.865
C -0.987 -0.636 -6.527
C 1.783 -0.775 -3.914
C 2.761 -0.443 -4.850
C 4.052 -0.942 -4.728
C 4.376 -1.802 -3.686
C 3.412 -2.165 -2.757
C 2.140 -1.648 -2.881
P 0.524 0.855 -1.583
C 2.269 1.290 -1.443
C 2.819 2.302 -2.220
C 4.160 2.643 -2.070
C 4.952 1.966 -1.151
C 4.410 0.940 -0.385
C 3.070 0.602 -0.533
C -0.259 1.953 -0.358
C -1.549 1.690 0.111
C -2.128 2.491 1.090
C -1.416 3.558 1.621
C -0.130 3.824 1.171
C 0.449 3.024 0.194
H 1.165 7.038 -1.762
H 1.912 5.540 -2.344
H 0.496 5.482 -1.248
H 0.764 3.962 -3.929
H -0.682 4.313 -4.878
H -2.107 4.005 -2.854
H -0.688 3.667 -1.879
H -1.595 2.021 -4.280
H -1.996 1.624 -2.632
H 0.859 2.075 -5.644
H 0.468 2.618 -8.026
H -0.864 1.083 -9.442
H -1.791 -1.000 -8.485
H -1.395 -1.549 -6.105
H 2.516 0.197 -5.688
H 4.805 -0.672 -5.462
H 5.380 -2.204 -3.605
H 3.647 -2.853 -1.954
H 1.440 -1.962 -2.117
H 2.199 2.813 -2.950
H 4.587 3.437 -2.674
H 5.999 2.231 -1.040
H 5.036 0.396 0.315
H 2.653 -0.211 0.050
H -2.125 0.877 -0.307
H -3.137 2.285 1.430
H -1.867 4.191 2.378
H 0.424 4.664 1.575
H 1.452 3.244 -0.148
F 0.392 -4.238 -1.817
C -0.551 -3.452 -2.467
F -1.738 -4.115 -2.244
F -0.283 -3.684 -3.787
```

As for the expectation value of S²: 0.755. Its spin multiplicity is 2. Its HOMO energy (alpha / beta) is -11.599 / -11.598 eV. The HOMO-LUMO gap (alpha / beta) comes out at 6.5 / 6.4 eV. Its net charge is +2. The energy relative to the best compared isomer or geometry (same formula, charge and spin) comes out at 1.845 eV.

***

9 unconnected molecules or ions with the total composition C35H47BIN10O. Source: the Open Molecules 2025 dataset; level of theory: the ωB97M-V functional and the def2-TZVPD basis.

XYZ file:
```
95
Properties=species:S:1:pos:R:3
C 2.905 -1.643 2.186
N 1.968 -1.512 1.036
C 0.565 -1.962 1.414
B -0.231 -0.837 2.296
I -0.600 0.966 1.027
N -1.567 -1.297 2.886
C -2.088 -2.278 2.214
O -2.363 -3.452 1.842
H 2.671 -2.527 2.880
H 3.981 -1.737 1.794
H 2.870 -0.676 2.803
H 2.261 -2.098 0.236
H 0.025 -2.099 0.392
H 0.581 -3.003 1.902
H 0.437 -0.473 3.225
N -4.522 1.593 3.662
C -3.683 0.760 4.349
C -3.828 1.025 5.690
C -4.796 2.053 5.815
C -5.209 2.382 4.547
H -4.619 1.621 2.659
H -3.055 0.054 3.827
H -3.298 0.532 6.492
H -5.152 2.501 6.732
H -5.929 3.108 4.199
N 4.441 -5.084 1.081
C 5.788 -5.094 1.323
C 6.433 -4.793 0.148
C 5.437 -4.588 -0.838
C 4.218 -4.772 -0.233
H 3.725 -5.276 1.764
H 6.170 -5.316 2.309
H 7.503 -4.726 0.014
H 5.595 -4.334 -1.876
H 3.213 -4.708 -0.623
N 3.326 -6.476 4.769
C 2.579 -5.531 5.422
C 3.438 -4.724 6.127
C 4.753 -5.195 5.886
C 4.654 -6.274 5.042
H 2.958 -7.204 4.178
H 1.503 -5.516 5.330
H 3.152 -3.887 6.746
H 5.671 -4.788 6.285
H 5.410 -6.915 4.615
N -4.248 5.275 0.945
C -3.667 5.428 -0.285
C -3.142 4.213 -0.659
C -3.422 3.293 0.380
C -4.108 3.975 1.356
H -4.707 6.004 1.466
H -3.675 6.385 -0.786
H -2.616 4.010 -1.581
H -3.152 2.245 0.411
H -4.506 3.651 2.304
N -2.550 -0.157 -1.765
C -3.234 -1.319 -1.999
C -4.195 -1.062 -2.948
C -4.081 0.304 -3.304
C -3.054 0.835 -2.559
H -1.787 -0.050 -1.107
H -2.981 -2.225 -1.470
H -4.900 -1.779 -3.343
H -4.681 0.840 -4.025
H -2.642 1.833 -2.526
N -2.636 5.677 -3.915
C -3.014 6.021 -5.186
C -1.878 6.164 -5.943
C -0.772 5.891 -5.100
C -1.271 5.591 -3.856
H -3.264 5.513 -3.144
H -4.058 6.136 -5.440
H -1.845 6.435 -6.989
H 0.273 5.911 -5.374
H -0.773 5.325 -2.935
N 10.504 -4.708 0.156
C 10.503 -5.094 -1.158
C 11.546 -4.460 -1.788
C 12.204 -3.665 -0.817
C 11.541 -3.841 0.373
H 9.845 -5.014 0.853
H 9.761 -5.785 -1.531
H 11.807 -4.557 -2.831
H 13.068 -3.035 -0.971
H 11.716 -3.423 1.353
N -7.057 5.861 -5.045
C -7.743 4.700 -5.278
C -8.704 4.959 -6.225
C -8.589 6.325 -6.581
C -7.563 6.856 -5.839
H -6.297 5.967 -4.392
H -7.491 3.793 -4.751
H -9.411 4.243 -6.619
H -9.191 6.861 -7.300
H -7.150 7.854 -5.806
```

Its HOMO energy is -5.429 eV. The HOMO-LUMO gap comes out at 7.4 eV. Its net charge is -1.

***

2 unconnected molecules or ions with the total composition C2HCl2FS. Source: the Open Molecules 2025 dataset; level of theory: the ωB97M-V functional and the def2-TZVPD basis.

XYZ file:
```
7
Properties=species:S:1:pos:R:3
C 2.269 0.356 -0.216
C 0.231 -0.421 -0.712
F 1.900 1.432 0.419
S 3.618 -0.290 -0.702
Cl -0.035 -1.811 0.140
Cl 0.102 -0.422 -2.494
H -0.245 0.373 -0.378
```

Its HOMO energy is -8.800 eV. The HOMO-LUMO gap comes out at 8.6 eV. The energy relative to the best compared isomer or geometry (same formula, charge and spin) comes out at 2.724 eV.

***

2 unconnected molecules or ions with the total composition C11H19N2O4P. Source: the Open Molecules 2025 dataset; level of theory: the ωB97M-V functional and the def2-TZVPD basis.

XYZ file:
```
37
Properties=species:S:1:pos:R:3
C 0.342 3.351 4.185
C 1.720 2.456 4.145
C 1.554 0.983 3.434
C 1.621 1.219 1.813
N 2.265 0.099 1.026
C 1.184 -0.555 0.146
C 0.858 -2.006 0.194
P 1.573 -3.465 1.197
N 3.009 -3.853 0.481
C -0.345 -2.089 -0.917
O -1.060 -3.224 -0.926
O -0.511 -0.863 -1.736
C 0.213 0.187 -0.997
O 0.142 1.539 -1.132
H 0.688 4.492 4.243
H -0.333 3.258 3.232
H -0.315 3.172 5.159
H 2.536 3.091 3.553
H 2.072 2.322 5.259
H 0.442 0.623 3.671
H 2.271 0.154 3.844
H 2.241 2.208 1.570
H 0.509 1.473 1.462
H 2.939 0.504 0.308
H 0.771 -4.686 1.092
H 1.853 -3.166 2.587
H 3.149 -3.162 -0.315
C -4.316 0.079 -4.405
C -3.175 -0.391 -5.268
O -3.249 -0.361 -6.496
C -1.942 -0.900 -4.571
H -5.138 0.418 -5.044
H -4.673 -0.744 -3.782
H -3.990 0.915 -3.782
H -2.194 -1.766 -3.955
H -1.510 -0.107 -3.955
H -1.202 -1.205 -5.319
```

Its HOMO energy is -8.834 eV. The HOMO-LUMO gap comes out at 6.6 eV. The SMILES is CCCCNC1=C([PH2]=N)C(=O)OC1=O.CC(C)=O.

***

Total energy
In order: -122917.823; -62783.336; -40684.412; -32165.627
Unit: eV